# 1
{"formula": "C5H12NO", "method": "wB97M-V/def2-TZVPD", "species": ["C", "C", "C", "C", "C", "N", "O", "H", "H", "H", "H", "H", "H", "H", "H", "H", "H", "H", "H"], "xyz": [[0.909484, -0.264216, 0.243583], [-0.772989, -1.097320, -1.616744], [-1.596792, -2.146458, -1.025429], [0.958518, 1.933216, 1.531844], [0.599696, 1.198113, 0.251623], [1.239273, -0.880358, -0.889567], [-1.119525, 0.094644, -1.890982], [0.817358, -0.859430, 1.176951], [-1.410179, -3.154654, -1.492730], [-2.598773, -1.871674, -0.887601], [-1.127936, -2.203170, -0.099713], [0.553370, 2.973249, 1.258444], [2.071247, 1.987507, 1.615365], [0.476736, 1.467690, 2.481984], [1.165527, 1.636612, -0.600643], [-0.445341, 1.260011, 0.086658], [1.617853, -0.342351, -1.738853], [1.412594, -1.884127, -0.725653], [-2.097217, 0.339819, -1.792965]], "forces_ev_per_angstrom": [[1.2494, 0.1841, -0.4960], [0.9440, -1.5569, -2.6807], [0.6157, -0.1576, -1.7204], [-0.4151, 0.8839, 0.2707], [1.9001, -1.1896, -0.1106], [0.4147, 1.0084, 2.2570], [-1.7968, 0.6123, -0.0075], [-0.0597, 0.1964, -0.9376], [-0.3917, 1.2258, 0.1635], [-1.8150, 0.0275, 0.2407], [0.6296, -0.4775, 2.3332], [0.6996, -1.2559, 1.3514], [-0.9719, 0.0311, 0.2827], [0.8161, 1.0512, -1.6848], [-0.6852, -0.0025, 0.3459], [-1.2502, 0.3703, -0.3975], [-1.0173, -1.4007, 1.6500], [0.2602, 0.7518, -1.1290], [0.8736, -0.3023, 0.2689]], "lowdin_charge": [-0.124, -0.200, -0.038, -0.094, -0.264, 0.123, 0.081, 0.158, 0.132, 0.075, 0.062, 0.109, 0.090, 0.116, 0.139, 0.092, 0.203, 0.163, 0.178], "lumo_ev": [-4.133, -4.137], "charge": 1, "homo_energy_ev": [-11.8401, -11.8348], "gap_ev": [7.708, 7.698], "spin_multiplicity": 1}


# 2
{"formula": "C5H12NO", "method": "wB97M-V/def2-TZVPD", "species": ["C", "N", "C", "C", "O", "C", "C", "H", "H", "H", "H", "H", "H", "H", "H", "H", "H", "H", "H"], "xyz": [[-1.559143, 0.332189, -1.120154], [-0.143726, -0.210198, -1.137569], [0.748239, 0.343230, 0.007713], [0.997396, 1.820675, -0.123333], [1.793213, -0.517834, 0.276104], [0.705751, -0.533280, 1.261738], [-0.209719, -1.744579, 1.470647], [-2.222209, -0.322619, -1.732642], [-1.934154, 0.324979, 0.012332], [-1.695647, 1.365242, -1.517194], [0.303233, 0.152925, -1.933553], [-0.207490, -1.278204, -1.322270], [1.757968, 1.942887, -0.866320], [1.447197, 2.105386, 0.872778], [0.175597, 2.444853, -0.529532], [1.265491, -0.081165, 2.053124], [-0.826252, -1.933038, 0.527755], [-0.818518, -1.621580, 2.249763], [0.422775, -2.589869, 1.550613]], "forces_ev_per_angstrom": [[-1.7837, -0.0313, 1.9934], [-1.2817, -0.9551, 0.4099], [-0.8400, -1.8405, 1.4816], [0.2734, -0.1630, 0.6845], [-0.5225, -0.6045, -1.3387], [0.3602, 0.9813, -1.3793], [2.2108, 0.7299, -5.2337], [0.6517, 0.3562, 0.5747], [0.8410, -0.0602, -2.5874], [0.7499, -0.8173, 0.3446], [0.7858, 0.4687, -1.7637], [0.6417, 2.1091, 1.0815], [0.8792, 0.0441, -0.4231], [-0.8269, 0.2673, -1.1974], [0.1316, -0.4465, 1.0507], [-1.0066, 0.2801, 1.2988], [0.5640, 0.2292, 1.3495], [-2.3248, 0.4666, 3.1745], [0.4970, -1.0142, 0.4796]], "lowdin_charge": [-0.009, 0.072, -0.441, 0.036, 0.039, -0.142, 0.021, 0.108, 0.154, 0.104, 0.143, 0.218, 0.089, 0.133, 0.101, 0.147, 0.097, 0.044, 0.087], "lumo_ev": -3.307, "charge": 1, "homo_energy_ev": -15.2037, "gap_ev": 11.897, "spin_multiplicity": 1, "smiles": "C[NH2+][C@]1(C)O[C@@H]1C"}


# 3
{"formula": "C5H12NO", "method": "wB97M-V/def2-TZVPD", "species": ["C", "C", "C", "C", "C", "N", "O", "H", "H", "H", "H", "H", "H", "H", "H", "H", "H", "H", "H"], "xyz": [[0.782847, 1.247193, 0.695371], [1.623015, 1.042376, -0.551327], [0.632096, -0.042370, -0.077930], [1.142018, -1.396472, 0.475541], [-2.325360, -0.513926, -0.062424], [-0.580030, -0.291548, -0.860104], [-2.676169, 0.712456, 0.229250], [1.283468, 1.374701, 1.667874], [0.377498, 2.218540, 0.407076], [1.378445, 1.662017, -1.424989], [2.719073, 0.894149, -0.399173], [2.272558, -1.450214, 0.303257], [0.770026, -2.290445, -0.021103], [0.953633, -1.410416, 1.618789], [-2.478360, -0.809343, -1.043455], [-2.330373, -1.229308, 0.799386], [-0.356935, -1.041375, -1.411952], [-0.666666, 0.420051, -1.509404], [-2.520792, 0.903940, 1.165308]], "forces_ev_per_angstrom": [[1.2197, 1.3163, -0.6950], [2.1813, 0.7490, -0.0342], [-2.2467, -1.7105, 1.1182], [1.9983, 1.2841, 1.7872], [-3.7607, -3.7467, 5.0087], [7.7129, 2.9310, 0.1095], [0.0851, 2.8754, 0.1297], [-0.1218, -0.9979, -0.5211], [-1.6919, -0.6745, 0.3658], [-0.0361, -0.4492, 0.4321], [-1.0681, -0.5538, -0.5118], [-1.4615, 0.1564, 0.5021], [-0.4872, 0.2610, 0.0386], [0.2932, -0.3203, -1.9661], [-0.7927, -0.6458, -1.6710], [-0.0492, 0.3860, -1.1932], [-0.1631, -3.3467, -1.4465], [-1.2837, 2.4803, -1.3854], [-0.3277, 0.0058, -0.0677]], "lowdin_charge": [-0.047, -0.009, -0.412, 0.009, -0.200, 0.181, 0.053, 0.137, 0.128, 0.127, 0.141, 0.116, 0.084, 0.128, 0.080, 0.118, 0.111, 0.121, 0.134], "lumo_ev": [-2.873, -8.553], "s_squared": 2.01, "charge": 1, "homo_energy_ev": [-9.6160, -15.4924], "gap_ev": [6.743, 6.939], "spin_multiplicity": 3}


# 4
{"formula": "C5H12NO", "method": "wB97M-V/def2-TZVPD", "species": ["C", "C", "C", "C", "C", "N", "H", "H", "H", "H", "H", "H", "H", "H", "H", "H", "H", "H", "O"], "xyz": [[-1.685201, -0.916125, -0.705223], [-0.210117, -1.251918, -1.022070], [0.697455, -0.032624, -1.191473], [1.446346, 0.214708, -2.348809], [1.049110, 0.905044, 1.004736], [0.449130, 0.987507, -0.195829], [-2.104909, -0.463860, -1.604064], [-2.290952, -1.768504, -0.361408], [-1.848119, -0.260833, 0.142185], [0.280871, -1.743868, -0.161820], [-0.186406, -1.762513, -1.986205], [1.508723, -0.578630, -3.094329], [2.181551, 1.019342, -2.320431], [2.088058, 0.582093, 1.026183], [0.448695, 0.982071, 1.938340], [0.503693, 1.907447, -0.676093], [-0.701930, 1.398494, 4.256182], [-1.050699, -0.010760, 3.784454], [-0.575299, 0.792932, 3.515672]], "forces_ev_per_angstrom": [[-0.6550, 0.1363, 0.5854], [1.0408, 1.6493, -0.3438], [-2.5452, -0.2880, 0.0737], [1.0845, -0.3748, 0.5354], [-0.5346, -0.4865, 0.3895], [1.8100, -0.6559, -1.3957], [-0.2438, -0.1320, 0.1342], [0.6081, -0.2659, -0.7992], [0.4511, 0.5657, 0.0149], [-0.1792, -0.7126, -0.0858], [0.4197, -0.6501, 0.4892], [-0.0968, 0.3737, -0.1436], [-0.2500, 0.1202, -0.5646], [-0.0633, -0.9393, 0.2525], [0.1613, 1.3911, 0.3178], [-1.1485, 0.3153, 0.8274], [0.0949, 0.1424, -0.0247], [0.1810, 0.2740, -0.0718], [-0.1352, -0.4628, -0.1906]], "lowdin_charge": [-0.033, -0.110, -0.133, 0.345, 0.365, 0.098, 0.104, 0.115, 0.076, 0.169, 0.137, 0.138, 0.132, 0.155, 0.105, 0.229, 0.080, 0.079, -0.052], "lumo_ev": [-12.187, -13.580], "s_squared": 0.75, "charge": 2, "homo_energy_ev": [-18.8817, -18.8825], "gap_ev": [6.695, 5.302], "spin_multiplicity": 2}


For each record above, in turn, the calculated relative energy (zero: lowest compared OMol25 entry of this formula, charge and spin) values are 442.5, 214.0, 380.8, 458.5 kJ/mol.